Computed, not measured: a 3-piece molecular cluster, C18H36F3IO4S overall in a non-equilibrium geometry, with ωB97M-V/def2-TZVPD.

Structure (XYZ):
```
63
Properties=species:S:1:pos:R:3:forces:R:3:nbo_charge:R:1
O 2.786836 -0.389866 -0.921873 -3.2 2.2 -4.3 -0.835
S 1.756201 -0.106813 -2.041514 2.0 -5.2 4.5 2.268
O 1.024095 -1.477474 -2.262103 1.8 6.4 -0.7 -0.778
O 0.785178 1.199368 -1.429694 1.0 0.3 -2.2 -0.621
C 0.624857 2.251265 -2.474359 -1.0 -1.9 -2.3 -0.023
C 0.098429 3.739582 -2.041613 -2.0 1.0 1.8 0.988
F 0.421201 4.827151 -2.997637 -0.8 -3.8 3.5 -0.316
F 0.456977 4.077511 -0.612693 -1.0 -0.7 -5.1 -0.328
F -1.410351 3.650673 -2.029933 4.9 0.5 -0.1 -0.339
C 1.894577 2.060618 -3.483202 0.1 1.5 -2.8 0.066
C 3.069923 3.192306 -3.595277 -0.2 0.4 0.1 -0.460
C 3.699385 3.699035 -2.169799 1.5 0.5 -0.7 -0.451
C 4.879683 2.711700 -1.556796 -2.0 1.1 1.6 -0.557
I 6.598423 2.451762 -2.892896 -1.0 0.0 0.6 0.081
O 2.467559 0.677414 -3.377862 -2.5 0.3 2.9 -0.624
H -0.280895 1.870174 -3.151774 1.7 1.1 1.6 0.246
H 1.409779 2.008552 -4.555050 0.9 0.3 2.1 0.220
H 2.600977 4.141401 -4.144753 0.8 -2.2 1.3 0.248
H 3.914997 2.806444 -4.342945 -1.8 0.6 1.9 0.261
H 2.910267 3.909986 -1.331227 1.3 -0.6 -1.6 0.233
H 4.244691 4.735834 -2.400111 -1.3 -2.2 0.5 0.228
H 5.293987 3.282880 -0.594303 -0.8 -1.6 -2.2 0.241
H 4.363298 1.703640 -1.251615 1.5 1.7 -0.7 0.253
C -3.095922 4.161449 3.975386 0.1 0.1 0.2 -0.610
C -2.640398 4.023144 2.532015 -0.1 0.0 -0.1 -0.399
C -3.402068 2.944198 1.757580 0.1 0.0 -0.1 -0.397
C -3.243575 1.516230 2.290898 -0.1 0.0 0.1 -0.397
C -1.805523 1.001764 2.371044 -0.1 -0.2 -0.1 -0.401
C -1.119811 0.921797 1.013926 0.2 0.0 0.1 -0.611
H -2.917921 3.245098 4.546803 -0.1 0.1 0.0 0.201
H -2.545179 4.968865 4.467984 -0.1 -0.1 0.0 0.208
H -4.163113 4.400194 4.026383 0.1 -0.1 0.0 0.201
H -1.563077 3.824968 2.504310 -0.1 0.0 0.0 0.194
H -2.789597 4.984187 2.025822 0.1 -0.1 0.0 0.201
H -3.086968 2.978069 0.708058 0.0 0.0 0.1 0.200
H -4.470153 3.195875 1.757877 0.1 0.0 0.0 0.199
H -3.826770 0.841913 1.648082 0.1 0.1 0.1 0.200
H -3.694984 1.446996 3.287064 0.0 0.0 -0.1 0.199
H -1.820092 -0.004111 2.808595 0.0 0.1 0.0 0.204
H -1.209438 1.622880 3.046393 -0.1 0.0 0.0 0.193
H -1.677867 0.272023 0.330734 0.1 0.1 0.0 0.202
H -0.111708 0.506933 1.125536 -0.1 0.1 -0.1 0.215
H -1.022847 1.908402 0.551888 0.0 -0.1 0.0 0.195
C -0.376474 -7.699214 0.819152 0.1 -0.1 0.2 -0.609
C -1.233161 -6.445145 0.761287 -0.1 0.1 -0.1 -0.398
C -0.910955 -5.546609 -0.435723 -0.1 0.1 0.0 -0.396
C 0.510860 -4.975474 -0.465511 0.1 -0.1 -0.1 -0.399
C 0.914543 -4.156253 0.761277 0.1 0.1 -0.2 -0.399
C 0.064845 -2.907853 0.955896 0.0 0.1 0.2 -0.614
H 0.684729 -7.460617 0.940892 -0.1 -0.1 0.0 0.202
H -0.674288 -8.319330 1.670419 0.1 0.0 -0.1 0.207
H -0.495701 -8.295339 -0.091296 0.1 0.1 0.1 0.200
H -1.129415 -5.885990 1.697900 0.0 0.0 -0.1 0.194
H -2.285842 -6.744814 0.696806 0.1 0.1 0.0 0.199
H -1.634684 -4.723489 -0.460640 0.1 0.0 0.0 0.199
H -1.073240 -6.116163 -1.359530 0.0 0.0 0.1 0.198
H 0.610491 -4.346365 -1.361239 0.0 -0.1 0.2 0.208
H 1.229567 -5.793167 -0.591002 -0.1 0.0 0.0 0.197
H 1.959970 -3.845506 0.643093 -0.1 -0.1 0.0 0.206
H 0.876036 -4.770074 1.666229 0.0 0.0 0.0 0.190
H 0.118809 -2.256282 0.076733 0.0 -0.1 0.1 0.212
H 0.425105 -2.338400 1.820060 -0.1 0.0 -0.1 0.207
H -0.984261 -3.157933 1.137845 0.0 0.0 0.0 0.196
```
Forces are in eV/Å.

structure (SMILES): O=S1(=O)O[C@@H](C(F)(F)F)[C@@H](CCCI)O1.CCCCCC.CCCCCC
LUMO: -0.028 Eh
Kohn-Sham gap: 8.993 eV
HOMO energy: -9.7 eV

***

Computed, not measured: a 2-piece molecular cluster, C4H16N4 overall in a non-equilibrium geometry, with ωB97M-V/def2-TZVPD.

Structure (XYZ):
```
24
Properties=species:S:1:pos:R:3:forces:R:3:nbo_charge:R:1
C -2.429975 -0.090443 1.937360 -1.5 1.7 0.8 -0.486
C -0.919804 -1.844275 1.175351 0.9 -1.2 -1.3 0.683
N -1.238955 -0.914608 2.045586 -0.4 1.0 0.1 -0.543
N -1.505347 -1.807777 -0.044791 -1.5 -0.3 -0.2 -0.790
N 0.051258 -2.742987 1.521674 0.0 1.5 -0.2 -0.746
H -0.678693 -0.790218 2.882790 -0.3 -0.4 -0.1 0.437
H -2.476187 -1.486196 -0.087031 0.5 0.4 0.4 0.427
H -1.428681 -2.450784 -0.834968 0.9 -0.4 1.0 0.445
H 0.751716 -2.292919 2.101735 0.0 -0.6 0.3 0.406
H 0.477620 -3.382974 0.867216 -0.4 0.0 -0.3 0.432
H -3.353211 -0.636102 2.137123 0.2 -0.4 0.3 0.241
H -2.700829 0.496797 1.051688 1.1 -0.7 -0.7 0.231
H -2.420849 0.762246 2.644292 0.4 -0.9 0.2 0.262
C 2.070860 1.232184 -1.270448 0.1 0.7 0.6 -0.196
C 1.202619 0.604275 -2.326282 0.9 0.9 0.1 -0.632
N 1.645344 2.753146 -1.106670 1.1 -1.9 1.1 -0.693
H 1.917885 0.711492 -0.297187 0.5 0.8 -0.5 0.217
H 3.115942 1.259224 -1.618971 -0.4 -0.1 0.6 0.245
H 1.428342 1.212641 -3.212588 -0.6 -0.8 -0.3 0.234
H 0.147896 0.644454 -2.052137 0.0 -0.3 -0.2 0.217
H 0.667959 2.681051 -0.832466 -0.2 0.9 -0.7 0.442
H 2.145265 3.219563 -0.343613 0.0 -0.2 0.1 0.450
H 1.912269 3.267718 -1.941993 -0.8 0.1 -0.4 0.457
H 1.617547 -0.405513 -2.395663 -0.6 0.0 -0.5 0.259
```
Forces are in eV/Å.

charge: +2
LUMO: -0.240 Eh
Kohn-Sham gap: 11.137 eV
HOMO energy: -17.7 eV
ΔE to the lowest compared entry with this formula, charge and spin: 0.7568 eV

***

Computed, not measured: the molecule C4H6Cl2O in a non-equilibrium geometry, with ωB97M-V/def2-TZVPD.

Structure (XYZ):
```
13
Properties=species:S:1:pos:R:3:forces:R:3:nbo_charge:R:1
C 0.630633 1.837315 -1.165501 -0.2 -1.0 3.0 -0.426
C 0.051314 0.680349 -0.841555 -0.5 -0.7 2.7 -0.008
Cl -0.896858 -0.290624 -1.965073 0.4 0.6 -0.5 -0.038
C -0.205153 -0.002011 0.615796 2.7 0.8 -1.8 0.059
O -1.526482 0.099243 0.904744 -2.3 -1.6 0.5 -0.694
C 0.402805 -1.416127 0.587759 2.3 1.9 -0.1 -0.408
Cl 0.329905 -2.144123 2.229528 0.0 0.0 -0.7 -0.054
H 0.398924 2.051641 -2.122901 0.0 1.4 -3.2 0.209
H 1.108364 2.607427 -0.498769 -0.5 -1.4 -0.6 0.235
H 0.356459 0.573125 1.340043 0.1 0.4 0.2 0.183
H -2.008007 -0.776908 0.857032 1.0 1.4 0.0 0.485
H -0.182487 -1.893456 -0.154142 -0.3 -1.5 -0.3 0.219
H 1.540582 -1.325851 0.213039 -2.7 -0.4 1.0 0.239
```
Forces are in eV/Å.

structure (SMILES): C=C(Cl)[C@@H](O)CCl
LUMO: 0.027 Eh
Kohn-Sham gap: 10.678 eV
HOMO energy: -9.9 eV
ΔE to the lowest compared entry with this formula, charge and spin: 1.3425 eV